(1)
{
  "formula": "C2DyF3NO5S2",
  "method": "the ωB97M-V functional and the def2-TZVPD basis",
  "elements": ["N", "S", "O", "S", "O", "C", "F", "F", "F", "O", "C", "O", "O", "Dy"],
  "xyz": [[0.4597, -0.7675, 2.0940], [1.0750, -1.5990, 0.9393], [2.4840, -1.8845, 1.2022], [-1.1770, -0.2986, 1.7967], [-1.2249, 1.1649, 2.0560], [-1.7837, -1.0648, 3.4071], [-1.5800, -2.3699, 3.3943], [-1.1879, -0.5258, 4.4503], [-3.0840, -0.8228, 3.4748], [1.7413, 3.0556, -1.5815], [1.3616, 2.1788, -2.4439], [0.7660, 1.1436, -2.0353], [1.5260, 2.3982, -3.6733], [0.4497, 0.4192, -4.3442]],
  "e_lumo_ha": [-0.4410, -0.3409],
  "multiplicity": 7,
  "charge": 2,
  "e_tot_ev": -67685.1814
}


(2)
{
  "formula": "C2ErFLiO2",
  "method": "the ωB97M-V functional and the def2-TZVPD basis",
  "elements": ["Li", "Er", "O", "C", "O", "C", "F"],
  "xyz": [[1.0363, 1.3636, 2.4635], [-1.6201, -1.0138, -1.5265], [0.5022, -1.1233, -0.5053], [0.1500, -0.1945, 0.2877], [1.0383, 0.6647, 0.6775], [-0.3505, 1.6031, 0.1751], [-0.4140, 2.2733, 1.4354]],
  "e_lumo_ha": [-0.3550, -0.3839],
  "multiplicity": 5,
  "charge": 2,
  "e_tot_ev": -36688.1298
}


(3)
{
  "formula": "C2F12NO8P2S2V3",
  "method": "the ωB97M-V functional and the def2-TZVPD basis",
  "elements": ["V", "V", "V", "P", "O", "O", "O", "O", "P", "F", "F", "F", "F", "F", "F", "C", "F", "F", "F", "S", "O", "O", "N", "S", "O", "O", "C", "F", "F", "F"],
  "xyz": [[-30.1337, 16.2497, -32.8115], [-27.0026, 14.2648, -33.0048], [-29.7843, 13.6775, -35.1421], [-28.3436, 15.7410, -34.5947], [-28.9857, 14.7286, -33.5869], [-29.8833, 15.7769, -34.8862], [-27.7647, 14.3802, -35.0230], [-27.9249, 16.1815, -33.1808], [-27.9266, 11.3091, -32.9194], [-26.7536, 12.1883, -33.6297], [-26.8604, 10.7151, -31.8973], [-28.1103, 12.6801, -31.9931], [-29.1336, 10.6282, -32.1224], [-29.0175, 11.9895, -33.9397], [-27.7554, 10.0476, -33.8630], [-33.7611, 15.2786, -34.1893], [-34.1724, 16.2656, -33.4350], [-34.8061, 14.6538, -34.6949], [-33.0173, 15.7444, -35.1924], [-32.6604, 14.0417, -33.2311], [-33.5229, 13.0482, -32.6745], [-31.7027, 13.5392, -34.2266], [-31.6915, 15.0452, -32.1549], [-32.3144, 14.9410, -30.6546], [-31.5247, 15.8788, -29.8890], [-33.7497, 15.0004, -30.5664], [-31.7202, 13.2334, -29.9152], [-32.0530, 13.2547, -28.6501], [-32.1897, 12.1557, -30.4919], [-30.3922, 13.2292, -30.0475]],
  "e_lumo_ha": [-0.2543, -0.2254],
  "multiplicity": 10,
  "charge": 1,
  "e_tot_ev": -169858.0048
}


(4)
{
  "formula": "C2F2I2",
  "method": "the ωB97M-V functional and the def2-TZVPD basis",
  "elements": ["C", "C", "F", "F", "I", "I"],
  "xyz": [[0.1987, 0.7565, 1.2067], [-0.0773, 1.9196, 1.3297], [0.8340, -0.2715, 0.7642], [-0.6834, 2.9794, 1.7301], [-0.0594, -2.3103, -3.7926], [-0.2127, -3.0738, -1.2380]],
  "e_lumo_ha": -0.0650,
  "e_tot_ev": -23706.4521,
  "smiles": "FC#CF.II"
}


(5)
{
  "formula": "C2F2I2",
  "method": "the ωB97M-V functional and the def2-TZVPD basis",
  "elements": ["C", "C", "F", "F", "I", "I"],
  "xyz": [[-0.7707, 0.4985, 0.8028], [-0.8696, -0.1868, -0.2588], [-0.1262, 0.7925, 1.9004], [-1.6938, -0.2213, -1.2529], [2.8661, 1.1831, -0.7573], [0.5942, -2.0661, -0.4340]],
  "e_lumo_ha": [-0.0905, -0.1156],
  "e_tot_ev": -23705.1589
}


(6)
{
  "formula": "C2F2N4O4",
  "method": "the ωB97M-V functional and the def2-TZVPD basis",
  "elements": ["C", "C", "N", "N", "N", "N", "O", "O", "O", "O", "F", "F"],
  "xyz": [[1.1461, -0.6780, 0.6077], [-0.0097, 0.0173, 0.0439], [2.0081, -1.3517, 0.9039], [0.1594, 1.5093, 0.2639], [-0.1289, -0.3094, -1.4734], [-1.4148, -0.3899, 0.6500], [1.1917, 1.8910, -0.2650], [-0.6313, 2.1840, 0.8640], [0.3911, -1.3515, -1.7462], [-0.6978, 0.5344, -2.1503], [-1.1521, -0.3876, 1.9517], [-1.8720, -1.6311, 0.3200]],
  "e_lumo_ha": -0.0603,
  "e_tot_ev": -21647.3795,
  "smiles": "N#CC(N(F)F)([N+](=O)[O-])[N+](=O)[O-]"
}


(7)
{
  "formula": "C2F2O2",
  "method": "the ωB97M-V functional and the def2-TZVPD basis",
  "elements": ["C", "C", "O", "O", "F", "F"],
  "xyz": [[-0.7623, -0.1008, 0.0182], [0.8089, 0.1487, -0.0460], [-1.2496, -1.1659, -0.0433], [1.4831, 1.1369, -0.1441], [-1.4402, 1.0956, 0.0254], [1.2163, -1.1003, -0.0310]],
  "e_lumo_ha": -0.0355,
  "e_tot_ev": -11603.4321,
  "smiles": "O=C(F)C(=O)F"
}


(8)
{
  "formula": "C2F3NO5PmS2",
  "method": "the ωB97M-V functional and the def2-TZVPD basis",
  "elements": ["O", "C", "O", "Pm", "N", "S", "O", "O", "S", "O", "C", "F", "F", "F"],
  "xyz": [[1.1043, -0.4729, 4.0095], [1.7105, -0.1354, 3.0258], [2.7615, 0.0858, 2.5476], [-1.5944, -0.2981, 4.0822], [0.3135, 0.6164, -0.6288], [-0.4033, 1.4656, 0.5743], [-1.8288, 1.7779, 0.1942], [-0.3181, 0.3827, 1.8621], [-0.5006, -0.7024, -1.1812], [0.4064, -1.9138, -1.1128], [-0.4148, -0.2725, -3.0005], [-1.0661, 0.8626, -3.2396], [0.8332, -0.1490, -3.4359], [-1.0032, -1.2468, -3.6968]],
  "e_lumo_ha": [-0.1216, -0.1190],
  "multiplicity": 6,
  "e_tot_ev": -60173.8945
}


(9)
{
  "formula": "C2F3O2S",
  "method": "the ωB97M-V functional and the def2-TZVPD basis",
  "elements": ["C", "C", "O", "O", "F", "F", "F", "S"],
  "xyz": [[1.2126, 0.2430, 0.0305], [0.1156, -0.4706, 0.1170], [-1.9178, 1.3699, 0.1803], [-2.4521, -0.7590, -0.9065], [1.2096, 1.5817, -0.1351], [2.5132, -0.1442, -0.0044], [0.4948, -1.8353, 0.3903], [-1.9149, -0.1423, 0.2842]],
  "e_lumo_ha": 0.1474,
  "charge": -1,
  "e_tot_ev": -25156.1343
}


(10)
{
  "formula": "C2F6N2",
  "method": "the ωB97M-V functional and the def2-TZVPD basis",
  "elements": ["C", "C", "N", "N", "F", "F", "F", "F", "F", "F"],
  "xyz": [[-1.3694, 0.3681, 0.1540], [2.1120, 0.2153, 0.0360], [-0.7098, -0.7500, 0.5951], [-1.4849, -0.9605, -0.4309], [-2.4222, 0.9061, 0.6782], [-0.7269, 1.1978, -0.6522], [2.1785, 1.2213, 0.8150], [2.9973, -0.6978, 0.3021], [1.8719, 0.5272, -1.2508], [-2.4466, -2.0276, -0.2465]],
  "e_lumo_ha": [0.0039, -0.0792],
  "e_tot_ev": -21351.6410
}


(11)
{
  "formula": "C2F6NO3S",
  "method": "the ωB97M-V functional and the def2-TZVPD basis",
  "elements": ["C", "C", "N", "O", "O", "O", "F", "F", "F", "F", "F", "F", "S"],
  "xyz": [[0.8715, -1.1871, 0.0556], [1.1658, 1.1110, 0.0788], [0.3887, 0.0398, 0.2282], [-2.3811, -0.0691, -1.4999], [-2.5651, 1.4326, 0.4320], [-2.7495, -0.9917, 0.7502], [1.6899, -1.4117, -1.0249], [1.6284, -1.7064, 1.0969], [-0.1232, -2.0945, -0.0809], [0.5265, 2.2476, 0.4086], [2.3225, 1.1457, 0.8355], [1.6403, 1.3708, -1.1933], [-2.4147, 0.1129, -0.0867]],
  "e_lumo_ha": 0.0976,
  "charge": -1,
  "e_tot_ev": -36849.0676
}


(12)
{
  "formula": "C2FI2O2",
  "method": "the ωB97M-V functional and the def2-TZVPD basis",
  "elements": ["C", "C", "O", "O", "F", "I", "I"],
  "xyz": [[1.7588, -0.1082, 0.6929], [-0.8117, -0.0927, -0.5155], [2.1297, -1.0717, 0.1751], [1.6841, 0.8653, 1.3243], [-1.0211, -0.2353, -1.8173], [-2.4537, -1.4995, 0.2485], [-1.2859, 2.1421, -0.1080]],
  "e_lumo_ha": [0.1156, 0.1156],
  "charge": -1,
  "e_tot_ev": -25088.7033
}